No. 1
Below is a structure of composition C6H9N, with properties calculated with the ωB97M-V functional and the def2-TZVPD basis.

Properties
HOMO energy (alpha / beta)   -6.60 / -6.60 eV
F_max   0.53 eV/Å
Molar mass   95.1 g mol⁻¹
2S+1   1
ΔE to the lowest compared entry with this formula, charge and spin   693.6 kJ/mol
Orbital gap (alpha / beta)   7.562 / 7.561 eV

Element x y z (Å)
C: -1.7438 0.7801 0.2507
N: -0.5656 0.3908 -0.0922
C: 0.8245 0.5717 0.4614
C: 0.6037 -0.9085 0.7054
C: 0.0167 -0.8629 -0.6925
C: 1.0721 -0.2308 -1.6273
C: 1.6081 0.7205 -0.8614
H: -1.8492 1.6499 0.8865
H: -2.6089 0.3049 -0.1939
H: -1.6767 -0.6061 1.9371
H: 0.9378 1.3083 1.2597
H: -0.9264 -0.8940 1.7663
H: 1.3735 -1.6041 1.0346
H: -0.6961 -1.5953 -1.0778
H: 1.2657 -0.4838 -2.6623
H: 2.3648 1.4594 -1.0941

Force components x, y, z for each atom (eV/Å):
C 0.18 -0.03 -0.09
N -0.46 0.27 -0.02
C 0.06 0.23 0.22
C 0.32 -0.16 -0.03
C -0.19 -0.22 -0.15
C 0.09 0.14 0.08
C -0.04 -0.12 -0.13
H 0.02 -0.10 -0.06
H 0.11 0.04 0.06
H 0.08 -0.06 0.02
H 0.03 -0.11 -0.11
H -0.12 0.06 0.01
H -0.11 0.07 -0.02
H 0.13 0.08 0.05
H -0.02 0.02 0.15
H -0.10 -0.10 0.03

Results of the Löwdin charge analysis, in e, for atoms 1 through 8: -0.002, -0.126, -0.225, -0.148, -0.225, -0.031, -0.031, 0.083



No. 2
Below is the molecule C6H9N, with properties calculated with the ωB97M-V functional and the def2-TZVPD basis.

Properties
HOMO energy   -9.28 eV
F_max   0.38 eV/Å
Molar mass   95.1 g mol⁻¹
2S+1   1
ΔE to the lowest compared entry with this formula, charge and spin   193.2 kJ/mol
Orbital gap   10.223 eV
SMILES   [H]/N=C(\C)C=C=CC

Element x y z (Å)
H: 1.4076 -2.2570 0.8630
N: 0.7669 -1.4737 0.7252
C: 1.3662 -0.5217 0.1256
C: 2.8030 -0.5548 -0.3407
C: 0.6170 0.7230 -0.2010
C: -0.6319 0.8861 0.1686
C: -1.8709 0.9572 0.5654
C: -3.0334 0.3557 -0.1800
H: 2.8433 -0.5543 -1.4368
H: 3.3516 0.3282 0.0059
H: 3.3123 -1.4514 0.0247
H: 1.1277 1.4940 -0.7771
H: -2.0764 1.4291 1.5262
H: -3.4930 -0.4271 0.4340
H: -3.8044 1.1030 -0.3968
H: -2.7060 -0.0977 -1.1190

Force components x, y, z for each atom (eV/Å):
H -0.06 0.07 0.02
N 0.33 0.13 -0.14
C -0.12 -0.13 0.08
C 0.06 -0.06 0.03
C -0.17 0.04 0.01
C -0.11 0.02 0.04
C 0.25 -0.03 -0.03
C -0.04 -0.03 -0.08
H -0.03 0.03 0.15
H -0.11 -0.10 -0.04
H -0.08 0.14 -0.06
H -0.11 -0.13 0.06
H 0.06 -0.06 -0.11
H 0.05 0.12 -0.09
H 0.12 -0.08 0.04
H -0.05 0.09 0.13

Results of the Löwdin charge analysis, in e, for atoms 1 through 8: 0.046, 0.130, -0.441, -0.055, -0.069, -0.035, -0.147, -0.098



No. 3
Below is a cluster of 2 separate species, C6H9N2 in total, with properties calculated with the ωB97M-V functional and the def2-TZVPD basis.

Properties
HOMO energy   -12.86 eV
F_max   1.54 eV/Å
Molar mass   109.2 g mol⁻¹
2S+1   1
ΔE to the lowest compared entry with this formula, charge and spin   218.9 kJ/mol
Orbital gap   9.525 eV
Charge   +1

Element x y z (Å)
C: 1.1130 -1.5985 2.6704
C: 0.8854 -2.4389 1.8226
C: 0.6117 -3.4494 0.8034
H: 1.3151 -0.8539 3.4218
H: 1.2337 -3.2710 -0.0898
H: -0.4498 -3.4155 0.5054
H: 0.8358 -4.4568 1.1926
C: -0.1938 2.6730 -1.8935
C: 0.5975 1.7736 -1.2296
C: -1.4603 1.6192 -0.3992
N: -1.4519 2.5509 -1.3573
N: -0.2139 1.1435 -0.3185
H: 0.0388 3.3776 -2.6920
H: 1.6566 1.5386 -1.3346
H: -2.3164 1.3080 0.1995
H: -2.2850 3.0959 -1.6442
H: 0.0834 0.4037 0.3430

Force components x, y, z for each atom (eV/Å):
C -0.27 -0.56 -0.89
C 0.24 1.16 0.97
C -0.05 -0.22 -0.20
H -0.05 -0.42 -0.27
H -0.24 -0.14 0.34
H 0.42 -0.09 0.11
H -0.11 0.41 -0.20
C 0.63 -0.17 -0.04
C 0.04 0.42 -0.45
C 0.28 0.04 -0.13
N -1.05 0.28 0.05
N -0.24 -0.64 0.73
H -0.12 -0.35 0.40
H -0.53 0.11 0.06
H 0.40 0.14 -0.27
H 0.89 -0.57 0.30
H -0.23 0.60 -0.53

Results of the Löwdin charge analysis, in e, for atoms 1 through 8: 0.079, -0.218, -0.119, 0.027, 0.082, 0.081, 0.091, -0.022



No. 4
Below is a structure of composition C6H9N2, with properties calculated with the ωB97M-V functional and the def2-TZVPD basis.

Properties
HOMO energy (alpha / beta)   -14.49 / -14.49 eV
F_max   5.81 eV/Å
Molar mass   109.2 g mol⁻¹
2S+1   1
ΔE to the lowest compared entry with this formula, charge and spin   532.8 kJ/mol
Orbital gap (alpha / beta)   8.739 / 8.739 eV
Charge   +1

Element x y z (Å)
C: 0.3673 -1.7492 -0.0014
C: -0.8900 -1.3618 0.0461
C: 1.2007 -0.5917 0.0918
C: -0.9804 0.0536 -0.1345
C: 2.5624 -0.5882 -0.0587
C: -2.4515 0.6312 -0.1913
N: 0.7385 2.2839 -0.1616
N: 0.2568 0.5455 0.2246
H: 0.8675 -2.6988 0.0592
H: -1.7715 -2.0307 0.1635
H: 3.1197 0.3768 -0.0185
H: 1.6421 2.1752 -0.4378
H: 3.1888 -1.4406 0.0811
H: -2.8153 0.6212 -1.2048
H: -2.2220 1.6773 -0.0050
H: -3.0164 0.2102 0.5587
H: 0.6005 2.9535 0.5929

Force components x, y, z for each atom (eV/Å):
C 2.00 -0.43 1.00
C -2.48 -1.41 -0.82
C 1.64 1.26 -0.64
C -0.37 0.11 2.65
C -1.63 2.57 1.48
C 5.04 2.45 -1.50
N -4.85 -3.15 0.06
N 0.14 2.85 -2.56
H -0.45 -0.45 -0.06
H 0.73 0.77 -0.45
H -0.53 -0.81 -0.14
H 3.29 -0.61 -0.61
H -0.10 -0.82 -0.61
H -0.35 -0.56 -0.24
H -0.81 0.38 0.28
H -1.33 -1.14 1.37
H 0.05 -1.03 0.79

Results of the Löwdin charge analysis, in e, for atoms 1 through 8: 0.007, -0.022, -0.252, -0.125, 0.201, 0.056, 0.229, 0.113



No. 5
Below is the ion C6H9N2O with charge +1, with properties calculated with the ωB97M-V functional and the def2-TZVPD basis.

Properties
HOMO energy (alpha / beta)   -10.26 / -14.89 eV
F_max   7.38 eV/Å
Molar mass   125.2 g mol⁻¹
2S+1   3
Expectation value of S²   2.02
ΔE to the lowest compared entry with this formula, charge and spin   152.3 kJ/mol
Orbital gap (alpha / beta)   7.384 / 7.101 eV
Charge   +1

Element x y z (Å)
C: 0.4115 -0.7370 -0.2771
C: 1.9122 -0.6316 -0.5021
C: 2.0308 1.6468 0.0084
C: -0.2662 0.9326 0.0479
C: 1.3380 -1.2471 0.7535
C: -2.5156 0.2375 -0.2705
N: 2.5536 0.5936 -0.4025
N: 0.6443 1.8371 0.2941
O: -1.5084 1.2179 -0.0081
H: -0.2566 -1.3322 -0.8715
H: 2.3777 -1.2792 -1.2341
H: 2.6278 2.5378 0.1237
H: 1.4688 -0.7016 1.6771
H: 1.4084 -2.3191 0.8640
H: -3.4621 0.7111 -0.0107
H: -2.3634 -0.6620 0.3285
H: -2.5206 -0.0161 -1.3333
H: 0.3406 2.7927 0.4848

Force components x, y, z for each atom (eV/Å):
C -1.74 4.70 1.85
C 2.25 -0.41 -0.22
C -3.75 5.75 2.70
C 1.99 -6.28 -1.32
C -0.77 -0.67 0.37
C -0.33 -0.35 -0.13
N -0.30 -4.70 -2.54
N 3.49 1.10 -1.07
O -1.50 1.06 0.33
H 0.31 -0.18 -0.42
H -0.30 -0.05 -0.10
H 0.08 0.02 0.63
H 0.02 0.21 -0.07
H 0.08 -0.12 -0.09
H 0.20 -0.11 0.00
H 0.02 0.15 0.06
H 0.09 0.07 0.07
H 0.19 -0.21 -0.05

Results of the Löwdin charge analysis, in e, for atoms 1 through 8: 0.002, -0.218, -0.109, -0.218, -0.022, -0.003, 0.211, 0.159



No. 6
Below is the ion C6H9N2O2 with charge -1, with properties calculated with the ωB97M-V functional and the def2-TZVPD basis.

Properties
HOMO energy   -2.50 eV
F_max   4.95 eV/Å
Molar mass   141.2 g mol⁻¹
2S+1   1
ΔE to the lowest compared entry with this formula, charge and spin   493.2 kJ/mol
Orbital gap   6.546 eV
Charge   -1
SMILES   CC(C)n1c(=O)ccn1[O-]

Element x y z (Å)
C: -0.5122 -0.5870 1.7584
C: 0.5767 -0.6111 0.5888
C: 1.8623 -0.1123 1.1862
N: 0.1797 0.0217 -0.5689
C: -0.3340 -0.7156 -1.9655
O: 0.3230 -1.6791 -2.3972
C: -1.2690 0.1733 -2.3835
C: -1.2426 1.3382 -1.5711
N: -0.4322 1.2016 -0.5542
O: -0.2731 1.9989 0.4549
H: -0.7345 0.4857 1.9579
H: -0.3720 -1.1094 2.7955
H: -1.4116 -0.9309 1.2723
H: 0.8032 -1.5949 0.2824
H: 2.1780 -0.8907 1.9838
H: 1.7280 0.8901 1.5814
H: 2.5624 -0.1969 0.4296
H: -1.9282 0.1191 -3.2747
H: -1.7039 2.1993 -1.5763

Force components x, y, z for each atom (eV/Å):
C -0.25 0.41 0.22
C -0.21 -0.26 3.72
C -0.33 -1.28 2.21
N -0.71 -1.02 -4.13
C 2.79 -0.50 1.65
O -1.12 0.38 0.76
C -1.69 1.21 -1.27
C 2.19 -3.86 0.73
N -0.76 0.42 0.34
O 0.16 0.78 0.30
H 0.40 -0.67 0.01
H 0.29 0.58 -2.20
H -0.64 -0.54 0.21
H -0.16 -1.48 -0.39
H -0.45 1.45 -0.86
H 0.32 0.02 0.06
H 1.85 0.41 -1.44
H 0.91 -0.22 0.65
H -2.61 4.17 -0.55

Results of the Löwdin charge analysis, in e, for atoms 1 through 8: -0.062, -0.434, -0.082, 0.025, -0.406, -0.074, -0.078, -0.081



No. 7
Below is the ion C6H9N2O2 with charge -1, with properties calculated with the ωB97M-V functional and the def2-TZVPD basis.

Properties
HOMO energy   -3.63 eV
F_max   4.39 eV/Å
Molar mass   141.2 g mol⁻¹
2S+1   1
ΔE to the lowest compared entry with this formula, charge and spin   446.1 kJ/mol
Orbital gap   7.319 eV
Charge   -1
SMILES   O=C([O-])N1NCC12CCC2

Element x y z (Å)
O: 2.7703 0.5265 -1.9475
C: 1.8213 -0.2638 -1.7445
O: 1.1563 -1.0458 -2.3983
N: 1.4302 -0.2557 -0.3233
N: 1.8418 0.9687 0.4110
C: 0.4399 1.5066 0.3657
C: -0.1421 0.1315 0.1535
C: -1.2752 -0.4861 -0.6623
C: -1.9100 -0.9993 0.6107
C: -0.6011 -0.7100 1.3657
H: 2.4211 1.4477 -0.3086
H: 0.3030 2.2426 -0.3207
H: 0.2868 1.9846 1.3579
H: -0.8883 -1.2414 -1.4095
H: -2.0045 0.3104 -1.1008
H: -2.6080 -0.2870 1.0361
H: -2.2512 -2.0320 0.9119
H: -0.7636 -0.1296 2.4184
H: -0.0269 -1.6678 1.5845

Force components x, y, z for each atom (eV/Å):
O 0.07 -0.36 -1.11
C -0.05 1.50 2.34
O -0.33 -0.98 -1.72
N -2.39 0.32 1.82
N -0.38 0.34 -1.13
C 1.54 -1.13 3.51
C 3.71 -2.18 -0.90
C -1.57 1.38 -1.83
C -0.03 -1.22 2.65
C 0.31 0.36 2.66
H -0.20 -0.25 0.52
H -0.60 1.82 -2.64
H -0.70 -0.35 -0.33
H -0.44 1.11 0.74
H 1.44 -1.44 -0.04
H -0.64 0.00 -0.37
H -0.04 0.82 -1.32
H 0.61 -1.22 -2.36
H -0.29 1.47 -0.49

Results of the Löwdin charge analysis, in e, for atoms 1 through 8: -0.079, -0.791, -0.039, 0.014, -0.038, -0.152, -0.315, -0.130



No. 8
Below is a cluster of 2 separate species, C6H9N2O2 in total, with properties calculated with the ωB97M-V functional and the def2-TZVPD basis.

Properties
HOMO energy (alpha / beta)   3.93 / -1.59 eV
F_max   1.86 eV/Å
Molar mass   141.2 g mol⁻¹
2S+1   2
Expectation value of S²   0.75
ΔE to the lowest compared entry with this formula, charge and spin   46.9 kJ/mol
Orbital gap (alpha / beta)   1.756 / 7.243 eV
Charge   -2

Element x y z (Å)
C: 0.9174 -3.3855 -2.7538
C: -0.0003 -2.2961 -2.1149
O: -1.2161 -2.4440 -2.3443
O: 0.5694 -1.4606 -1.3604
H: 1.2099 -4.0987 -1.9785
H: 1.8473 -3.0420 -3.1826
H: 0.2537 -3.7508 -3.5430
C: -0.0088 2.9946 2.8506
C: -1.4193 0.9546 0.2568
C: 0.5264 1.1171 1.1681
C: -0.3480 1.9643 1.8073
N: -0.1805 0.5006 0.1427
N: -1.6077 1.8694 1.1952
H: 0.1291 -0.3088 -0.5101
H: -2.2941 0.5863 -0.2615
H: 1.5298 0.8052 1.3925
H: -0.4785 3.9722 2.6120
H: 1.0702 3.1252 2.8057
H: -0.4999 2.8970 3.8182

Force components x, y, z for each atom (eV/Å):
C -0.79 0.48 -0.14
C 0.19 -0.48 0.46
O 0.29 0.35 0.00
O 0.25 -0.33 -0.56
H -0.41 -0.23 -0.18
H 0.24 0.54 -0.11
H 0.50 -0.77 0.15
C -0.92 0.56 -0.84
C -1.74 0.63 0.20
C -0.55 -0.24 -0.29
C -0.21 0.57 -0.43
N 0.68 -0.69 0.36
N 1.30 -0.39 0.57
H -0.39 0.71 0.65
H 0.43 -0.17 -0.57
H 0.16 0.29 -0.05
H 0.29 -0.23 -0.39
H 0.11 0.01 0.82
H 0.57 -0.60 0.35

Results of the Löwdin charge analysis, in e, for atoms 1 through 8: -0.055, -0.736, -0.075, -0.087, 0.056, 0.040, 0.050, -0.533